Computed, not measured: a cluster of 8 separate species, C35H65N10O22S2 in total at a distorted geometry, with ωB97M-V with the def2-TZVPD basis set.

```
134
Properties=species:S:1:pos:R:3:forces:R:3
C 1.2935 -3.1261 0.8825 -0.2 0.2 0.0
C 1.5917 -2.3807 -0.4099 0.2 -0.5 0.0
C 0.5298 -2.5939 -1.4775 0.1 0.3 0.1
C -0.7201 -1.7256 -1.2974 0.1 -0.3 0.3
N -0.4154 -0.4312 -0.6469 -0.6 0.1 -0.7
C 0.2934 0.4787 -1.5537 0.5 -0.2 0.4
C 1.1228 1.4623 -0.7403 -0.3 -0.3 -0.2
C 1.5723 2.6306 -1.5949 0.1 0.3 0.1
C 2.6793 3.5333 -1.0439 -0.5 -0.1 0.1
C 4.0966 3.0171 -0.8227 0.7 -1.3 0.0
O 4.1530 2.1371 0.2720 -0.9 0.7 0.0
C 4.5789 2.6397 1.4944 -1.5 -0.9 -0.3
O 5.6435 3.1315 1.5413 2.7 1.1 0.4
C 3.6665 2.5074 2.6084 -1.2 -0.6 1.4
C 4.2171 2.5635 3.9167 -1.6 0.0 0.2
C 3.3544 2.4915 5.0395 -0.1 0.0 -1.4
C 1.9582 2.3595 4.8619 0.7 0.0 -1.2
C 1.4126 2.2549 3.5631 1.7 0.4 -0.2
C 2.2706 2.3254 2.4354 0.1 0.0 1.5
N 4.9542 4.2671 -0.7045 1.0 1.2 -0.2
C 4.4973 5.4160 0.1553 -1.2 -0.3 0.0
C 5.6699 6.1398 0.7674 -1.2 0.5 -2.5
O 6.0439 5.8869 1.8284 1.5 -0.8 3.6
O 6.1940 7.0728 -0.0324 0.4 0.0 -1.4
C 5.2497 4.6626 -2.1841 -0.8 0.8 -0.6
O 4.7510 5.9225 -2.4666 -0.1 0.0 0.0
C 4.6720 3.5236 -3.0152 0.9 0.3 -0.2
C 4.7826 2.3412 -2.0604 -0.6 0.4 -0.8
C 4.2045 1.0394 -2.5951 0.4 -0.2 -0.1
C 4.7788 -0.2630 -2.0499 -0.3 -0.1 0.0
C 4.2866 -1.4097 -2.9053 0.1 -0.3 0.3
O 4.3340 -0.5043 -0.7262 0.0 -0.1 0.1
O 6.2207 2.2290 -2.0155 0.1 0.2 0.7
N 6.7569 1.7199 -0.7718 0.0 -0.5 0.1
O 7.9047 1.6398 -0.8421 0.0 0.1 -0.1
C -1.5998 0.1663 -0.1261 0.2 0.0 0.2
S -1.8264 0.3202 1.4669 0.1 0.0 0.2
S -2.7814 0.6949 -1.3264 0.2 0.0 -0.3
C -3.3768 2.2512 -0.6457 -0.4 0.2 0.2
C -4.8159 2.5138 -1.0515 0.1 0.4 0.2
C -5.3919 3.7085 -0.2847 0.0 -0.1 0.1
H 1.6555 -4.1458 0.8290 0.0 -0.3 0.0
H 0.2256 -3.1435 1.0917 -0.2 0.0 0.1
H 1.7888 -2.6542 1.7232 0.1 0.0 0.2
H 1.7319 -1.3292 -0.2039 0.1 0.2 0.0
H 2.5323 -2.7593 -0.7969 0.3 0.1 -0.1
H 0.2161 -3.6329 -1.4335 -0.1 -0.2 -0.2
H 0.9562 -2.4474 -2.4671 0.1 0.1 -0.2
H -1.2232 -1.5921 -2.2564 -0.1 0.1 -0.2
H -1.4242 -2.2483 -0.6616 -0.1 0.0 0.3
H 0.9742 -0.1391 -2.1336 0.0 -0.1 -0.3
H -0.3784 1.0014 -2.2324 -0.1 0.0 -0.2
H 1.9323 0.9017 -0.2860 0.3 0.0 0.1
H 0.4740 1.8232 0.0519 0.0 0.2 0.3
H 1.8019 2.3254 -2.6092 0.1 -0.1 -0.2
H 0.7170 3.2927 -1.7030 -0.2 0.1 -0.1
H 2.3453 3.9107 -0.0809 0.0 0.0 0.3
H 2.7088 4.3988 -1.6939 0.1 0.3 0.0
H 5.2833 2.6555 4.0267 0.2 0.1 0.1
H 3.7742 2.5493 6.0296 0.0 0.0 0.1
H 1.2881 2.3296 5.7047 0.0 0.0 0.2
H 0.3534 2.1386 3.4175 -0.2 -0.1 0.0
H 1.8370 2.2232 1.4594 0.1 0.0 -0.2
H 5.8777 4.0520 -0.3217 -0.3 -0.8 0.2
H 3.9214 5.0185 0.9791 0.0 -0.2 0.2
H 3.8498 6.0625 -0.4167 0.1 0.2 -0.3
H 7.1568 6.9776 -0.0528 0.1 0.6 0.5
H 6.3228 4.7215 -2.2924 0.3 -0.2 0.3
H 4.1231 5.8784 -3.1935 -0.1 0.0 0.0
H 5.3405 3.4516 -3.8652 -0.1 -0.5 -0.3
H 3.6652 3.6955 -3.3684 -0.2 0.1 0.0
H 4.4152 1.0298 -3.6618 0.0 0.1 -0.3
H 3.1345 0.9635 -2.4844 -0.2 0.1 0.1
H 5.8636 -0.2661 -2.1132 0.2 0.1 0.1
H 4.4952 -2.3277 -2.3686 0.0 -0.2 0.1
H 3.2126 -1.3636 -3.0531 -0.2 0.1 -0.2
H 4.8148 -1.4635 -3.8494 -0.1 0.1 -0.3
H 4.9649 -0.1449 -0.0980 0.0 0.1 0.1
H -3.3159 2.2222 0.4332 0.1 -0.3 0.2
H -2.7425 3.0652 -0.9869 0.2 0.1 -0.1
H -4.8520 2.7338 -2.1118 -0.2 -0.2 -0.3
H -5.4087 1.6311 -0.8461 -0.1 -0.2 -0.1
H -6.3762 3.4715 0.0911 -0.3 0.1 0.0
H -4.7862 3.9689 0.5773 0.2 0.1 0.1
H -5.4803 4.5904 -0.9079 0.0 0.2 -0.1
C -4.3885 -2.5366 2.1609 0.0 0.1 0.1
N -4.0326 -3.6669 1.2687 -0.1 -0.1 -0.1
O -2.9784 -3.6082 0.6711 0.1 0.0 -0.1
O -4.8337 -4.5746 1.1855 0.1 0.1 0.0
H -3.5939 -1.8027 2.1310 0.1 0.0 -0.1
H -5.3209 -2.1253 1.7868 -0.1 0.0 0.1
H -4.5238 -2.9398 3.1595 -0.1 0.0 0.0
C -8.7820 4.8362 -3.2553 0.1 -0.1 -0.1
N -8.5170 4.2361 -1.9192 0.0 0.0 0.1
O -7.8558 3.2167 -1.8636 -0.1 -0.1 -0.2
O -8.9825 4.8042 -0.9560 0.0 0.0 0.0
H -8.3056 4.2179 -4.0054 0.0 0.0 0.0
H -9.8592 4.8649 -3.3851 0.0 0.1 0.0
H -8.3728 5.8414 -3.2444 -0.1 0.0 0.0
C 3.5301 -7.6796 1.1942 0.1 -0.1 -0.1
N 3.9215 -6.5640 0.2893 0.1 0.1 0.1
O 4.2533 -6.8279 -0.8456 0.0 0.0 0.0
O 3.8761 -5.4410 0.7578 0.0 -0.1 0.0
H 3.6122 -8.6126 0.6513 0.0 0.0 -0.1
H 4.1960 -7.6556 2.0506 0.0 0.1 0.0
H 2.5081 -7.4932 1.4974 0.0 0.0 0.1
C -0.9995 -0.7401 7.1815 0.0 -0.1 -0.1
N -0.7602 0.4190 6.2784 0.0 0.0 -0.1
O -0.5232 0.1974 5.1088 0.0 -0.1 0.0
O -0.8110 1.5256 6.7757 0.0 0.0 0.1
H -0.9173 -1.6471 6.5963 0.0 0.0 0.0
H -0.2488 -0.6992 7.9640 0.0 0.0 0.0
H -1.9933 -0.6213 7.6011 0.0 0.0 0.1
C -0.6773 -7.2099 0.1639 0.1 -0.1 -0.1
N -0.1870 -7.6567 1.4941 -0.1 0.1 0.1
O 0.5068 -8.6532 1.5347 0.1 -0.1 0.0
O -0.4979 -6.9888 2.4592 0.0 0.0 -0.1
H -0.3170 -7.9047 -0.5836 0.0 0.0 0.0
H -1.7586 -7.1951 0.2005 -0.1 0.1 0.0
H -0.2952 -6.2072 0.0048 0.0 0.1 0.0
C -10.0592 1.1935 -0.5138 0.1 0.0 0.1
N -11.4440 0.6476 -0.5437 0.0 0.0 0.0
O -11.6759 -0.3536 0.0991 0.0 0.0 0.0
O -12.2493 1.2519 -1.2205 0.0 0.0 0.0
H -9.4538 0.5590 0.1211 0.0 0.0 0.0
H -9.6900 1.1977 -1.5338 0.0 0.1 0.0
H -10.1143 2.2053 -0.1234 0.0 0.0 -0.1
C -4.6278 -8.6506 -2.3900 0.0 -0.1 0.0
N -3.1931 -8.4365 -2.0574 0.0 -0.1 0.0
O -2.5268 -9.3997 -1.7445 0.0 0.0 0.0
O -2.7798 -7.2961 -2.1154 0.0 0.1 -0.1
H -4.8437 -9.7067 -2.2906 0.0 0.0 0.0
H -5.2101 -8.0550 -1.6941 0.0 0.1 0.0
H -4.7775 -8.3052 -3.4077 0.0 0.1 0.0
```
Forces are in eV/Å.

Computed properties:
E_LUMO	-3.0	eV
relative energy (zero: lowest compared OMol25 entry of this formula, charge and spin)	0.000	eV
HOMO-LUMO gap	0.2748	Eh
multiplicity	1
charge	+1

---

Computed, not measured: a structure of composition C35H66B3NO11 at a distorted geometry, with ωB97M-V with the def2-TZVPD basis set.

```
116
Properties=species:S:1:pos:R:3:forces:R:3
C -0.2180 3.6511 -0.6888 -0.4 -0.5 0.4
C 0.1712 3.8975 0.4232 0.3 0.4 0.2
B 0.8730 4.1723 1.7566 -0.7 0.4 -0.4
O 0.4552 3.6405 2.9598 1.0 -0.1 -0.7
B 1.6062 3.3074 3.6744 -2.0 0.1 1.3
C 1.6381 3.1582 5.2289 -0.2 0.7 0.2
C 2.4340 3.9194 6.0765 -0.2 -0.6 -0.1
O 2.7898 3.0623 2.9789 0.1 0.9 0.3
B 3.1015 4.2342 2.2930 -0.1 0.7 -0.5
N 4.4478 4.7766 2.1391 0.6 -0.6 0.1
C 5.2923 3.9657 1.2239 -0.1 0.6 -0.5
C 5.0802 5.0620 3.3797 -0.7 0.9 0.6
C 4.8265 6.4673 3.9141 -0.8 -0.5 -0.8
O 5.7608 4.2982 4.0003 0.8 -0.6 -0.1
O 2.0355 4.9412 1.7640 0.1 -0.7 -0.2
H -0.7293 3.2366 -1.5227 -0.1 0.2 -0.4
H 1.0180 2.3825 5.7216 1.7 -1.3 -0.5
H 3.3519 3.4992 6.4910 -1.0 -0.6 1.8
H 2.1585 4.9197 6.4026 1.1 0.9 -1.6
H 6.2848 3.8613 1.6499 -0.1 -0.5 0.2
H 5.4191 4.5520 0.3123 -0.1 0.0 -0.1
H 4.8518 3.0175 0.9187 0.2 -0.2 0.3
H 3.9975 6.9033 3.3566 0.0 0.2 0.0
H 5.7185 7.0474 3.6901 0.1 0.1 0.3
H 4.5697 6.4436 4.9667 0.4 0.0 0.2
C -1.3375 1.3578 9.6040 0.0 -0.2 0.0
C 0.0578 1.8904 9.9011 0.0 0.2 0.0
C 0.7607 1.6824 8.5691 0.1 -0.2 -0.1
O -0.2413 1.8071 7.5523 0.0 -0.1 0.2
C -1.5378 1.7994 8.1629 0.0 0.2 -0.1
H -2.1062 1.7391 10.2744 0.0 0.0 0.0
H -1.3408 0.2669 9.6665 0.0 0.0 0.0
H 0.0064 2.9565 10.1358 0.0 0.0 0.0
H 0.5561 1.3845 10.7266 0.0 0.0 0.0
H 1.1929 0.6785 8.4997 0.0 0.0 0.1
H 1.5514 2.4136 8.3898 0.0 0.0 -0.1
H -1.9438 2.8151 8.1119 -0.1 0.0 0.0
H -2.1974 1.1342 7.6048 0.1 0.0 -0.1
C -5.0338 2.0590 -3.7412 0.0 0.1 -0.1
C -4.0128 1.1034 -4.3464 -0.2 -0.1 0.1
C -2.7012 1.7231 -3.9019 0.1 0.1 -0.1
O -2.9586 2.3679 -2.6444 0.0 0.0 -0.1
C -4.3727 2.4274 -2.4216 0.0 -0.1 0.2
H -6.0233 1.6227 -3.6118 0.0 0.0 0.0
H -5.1318 2.9462 -4.3721 0.0 0.0 0.0
H -4.1269 0.1103 -3.9043 0.0 0.0 0.0
H -4.0869 1.0042 -5.4249 0.1 0.0 0.0
H -2.3603 2.4846 -4.6121 0.0 -0.1 -0.1
H -1.9078 0.9853 -3.7779 0.0 0.0 0.1
H -4.6240 1.7063 -1.6364 -0.1 0.0 0.0
H -4.6446 3.4252 -2.0752 0.1 0.0 0.0
C -0.2448 -0.4303 -7.8942 0.1 -0.1 0.1
C -1.3423 -1.3989 -8.3170 0.0 0.1 -0.2
C -2.2679 -1.3664 -7.1130 0.0 -0.1 0.2
O -2.1524 -0.0548 -6.5420 0.2 -0.1 -0.1
C -1.0344 0.6211 -7.1292 -0.1 0.1 -0.1
H 0.3200 -0.0135 -8.7270 0.0 0.0 0.0
H 0.4569 -0.9333 -7.2239 0.0 0.0 0.0
H -1.8597 -1.0112 -9.1984 0.0 0.0 0.0
H -0.9846 -2.3991 -8.5473 -0.1 0.0 0.0
H -1.9607 -2.0957 -6.3556 0.0 -0.1 0.0
H -3.3086 -1.5579 -7.3758 0.0 0.1 0.1
H -1.4195 1.3957 -7.8016 0.1 0.0 0.0
H -0.4482 1.1033 -6.3451 -0.1 0.0 0.1
C -1.4361 -6.4407 -10.3853 0.2 0.0 0.0
C -1.6968 -6.9165 -8.9621 -0.2 -0.1 0.0
C -1.5873 -5.6192 -8.1758 0.1 0.1 0.0
O -2.0177 -4.5713 -9.0525 0.0 -0.2 0.0
C -2.1165 -5.0804 -10.3875 -0.2 0.0 0.0
H -1.8248 -7.1099 -11.1514 0.0 0.0 0.0
H -0.3619 -6.3236 -10.5476 0.0 0.0 0.0
H -2.7097 -7.3183 -8.8837 0.0 0.0 0.0
H -1.0008 -7.6804 -8.6186 0.0 0.0 0.0
H -0.5504 -5.4167 -7.8853 0.0 -0.1 0.0
H -2.2054 -5.6167 -7.2773 0.0 0.1 0.0
H -3.1783 -5.1680 -10.6405 0.0 0.0 -0.1
H -1.6523 -4.3768 -11.0797 0.0 0.1 0.1
C 4.6977 -1.6596 0.8848 0.1 -0.1 -0.1
C 5.4413 -0.9319 1.9948 -0.1 0.1 0.2
C 6.1241 0.1911 1.2300 0.1 0.0 -0.2
O 5.2719 0.5099 0.1175 0.0 -0.2 0.2
C 4.2717 -0.5075 -0.0099 -0.2 0.2 0.0
H 3.8571 -2.2573 1.2362 0.0 0.0 0.0
H 5.3834 -2.3188 0.3466 0.0 0.0 0.0
H 4.7277 -0.5166 2.7109 0.0 0.0 0.0
H 6.1432 -1.5611 2.5402 0.0 0.0 0.0
H 7.0931 -0.1280 0.8320 0.0 0.0 0.1
H 6.2742 1.0817 1.8416 0.0 0.1 -0.1
H 3.3155 -0.0848 0.3163 0.0 -0.1 0.0
H 4.1831 -0.7984 -1.0577 0.0 0.1 0.0
C 0.7194 -0.7093 1.1647 0.1 -0.1 0.0
C 0.0524 -0.1396 -0.0807 -0.1 0.2 0.0
C -0.8367 -1.2946 -0.5145 0.1 -0.2 -0.1
O -1.2103 -1.9921 0.6794 0.1 0.1 0.0
C -0.4074 -1.5313 1.7705 -0.2 0.1 0.1
H 1.1039 0.0507 1.8451 0.0 0.0 0.0
H 1.5484 -1.3622 0.8788 0.0 0.0 0.0
H -0.5591 0.7245 0.1881 0.0 0.0 0.0
H 0.7555 0.1695 -0.8539 0.0 0.0 0.0
H -0.2948 -1.9933 -1.1621 0.0 0.1 -0.1
H -1.7344 -0.9625 -1.0379 0.0 0.0 0.1
H -1.0404 -0.9176 2.4214 0.1 0.0 0.1
H -0.0459 -2.3865 2.3439 -0.1 0.0 0.0
C -2.5869 -3.2348 4.9124 0.1 -0.1 0.1
C -2.9414 -3.5206 3.4586 -0.1 0.2 -0.1
C -4.1067 -4.4864 3.6076 0.0 -0.2 0.1
O -4.7727 -4.1390 4.8266 0.1 0.0 0.0
C -3.9586 -3.2289 5.5709 -0.1 0.1 -0.1
H -2.0425 -2.3021 5.0579 0.0 0.0 0.0
H -1.9804 -4.0502 5.3152 0.0 0.0 0.0
H -3.2751 -2.6025 2.9697 0.0 0.0 -0.1
H -2.1185 -3.9334 2.8775 0.0 0.0 0.0
H -3.7570 -5.5211 3.6939 0.0 0.0 -0.1
H -4.8124 -4.4275 2.7784 -0.1 0.0 0.1
H -4.4197 -2.2364 5.5166 0.1 0.0 0.1
H -3.9279 -3.5399 6.6160 -0.1 0.0 0.0
```
Forces are in eV/Å.

Computed properties:
E_LUMO	-0.4	eV
HOMO-LUMO gap	0.2608	Eh
multiplicity	1
charge	0

---

Number 1: highest occupied orbital energy -10.4 eV. Number 2: highest occupied orbital energy -7.5 eV.